The following is a quantum chemistry calculation of a single C22H35N3O5 molecule, from the OMol25 dataset.

The geometry in XYZ format:
```
65
Properties=species:S:1:pos:R:3:forces:R:3:mulliken_charge:R:1
O 3.7780 1.4558 0.5954 -0.02 0.43 -0.13 -0.7356
O -6.2271 0.3385 0.0400 0.23 -0.24 0.16 -0.5043
O 0.6232 1.2055 -0.0398 0.00 -0.08 -0.17 -0.4193
O -3.7947 1.7554 -0.6851 -0.31 -0.42 0.21 -0.5246
O 1.0132 3.3671 0.4315 0.07 0.40 0.21 -0.3510
N 3.5762 -0.7762 0.2815 0.24 -0.12 -0.14 0.3322
N 0.7093 -3.1210 0.0682 -0.07 -0.12 0.04 0.3555
N 2.5802 0.2793 2.1127 -0.14 -0.28 0.04 -0.0283
C 0.7190 1.9192 2.2511 0.31 -0.04 -0.14 -0.7160
C -2.5524 -0.1064 0.2489 -0.04 0.06 -0.03 0.5322
C -3.7469 0.5262 -0.0666 -0.09 0.17 -0.10 0.8645
C 2.8804 -2.0246 0.5050 -0.46 0.09 0.06 -2.3454
C -2.5854 2.4020 -0.9878 0.20 0.11 -0.07 -0.7862
C 3.3073 0.3864 0.9483 0.27 -0.38 0.35 0.4658
C 2.7556 3.9766 -1.1250 -0.30 -0.13 0.22 -1.1289
C -0.6987 -2.7820 -0.0695 0.16 0.16 0.31 -0.6654
C -6.4708 1.5511 -0.6337 -0.21 0.38 -0.21 -0.6853
C 1.5889 -2.0359 -0.3331 0.26 -0.14 0.08 2.2216
C 0.7784 2.1052 0.7526 -0.38 -0.23 0.47 0.6945
C -3.7052 -1.9646 1.2022 0.10 0.08 -0.04 -0.6495
C 1.9997 -1.9745 -1.8138 -0.25 0.24 0.18 -1.0804
C -1.1808 -1.9807 1.1526 -0.12 -0.12 -0.37 0.1863
C 2.1143 1.4835 2.7497 -0.10 0.27 0.08 -1.1049
C -4.9568 -0.1125 0.2613 -0.06 -0.15 0.07 0.4911
C 4.0179 -0.6520 -1.0966 0.06 0.39 -0.30 -1.1708
C 2.8153 -0.7020 -2.0429 0.19 -0.17 0.02 0.0863
C 1.2750 3.6848 -0.9390 0.17 -0.03 -0.64 -0.2242
C 1.0481 -4.4223 -0.4652 -0.06 0.05 0.00 -1.2335
C -2.5110 -1.3425 0.8813 -0.04 0.03 0.16 -0.5096
C -4.9031 -1.3514 0.8937 -0.03 0.25 -0.15 -0.7448
H 2.1079 -4.6110 -0.3063 0.07 -0.12 -0.05 0.3371
H 2.9721 4.1221 -2.1794 0.02 0.07 -0.14 0.3699
H 3.3400 3.1412 -0.7450 0.04 0.00 -0.06 0.2139
H 0.4848 -5.1787 0.0816 0.04 -0.08 -0.04 0.4338
H 2.6684 -2.1873 1.5615 0.00 -0.03 -0.03 0.4479
H 1.0605 -1.1030 -0.1132 0.06 -0.05 0.05 -0.9192
H -1.6142 0.3637 0.0010 0.13 0.12 -0.05 -0.0528
H 2.6012 -2.8482 -2.0752 -0.01 -0.10 -0.03 0.3902
H -7.5569 1.6298 -0.6895 0.07 0.02 -0.01 0.3142
H -5.8440 -1.8189 1.1371 -0.13 -0.04 0.02 0.4185
H -0.4473 -1.2028 1.3673 0.08 0.03 0.05 -0.7321
H -1.2808 -3.7025 -0.1390 -0.02 0.01 -0.06 0.4903
H 2.1840 0.1663 -1.8445 0.00 0.08 -0.04 -0.2524
H 4.5464 0.2967 -1.1940 0.02 -0.19 -0.02 0.4763
H 2.8429 2.2656 2.5236 -0.10 -0.10 0.16 0.4499
H -3.7040 -2.9251 1.6945 0.00 -0.13 0.08 0.4420
H 1.9799 -0.5217 2.2217 0.08 -0.03 -0.06 0.2274
H 4.7102 -1.4722 -1.3102 0.00 0.02 0.00 0.3733
H -1.2367 -2.6466 2.0143 0.06 0.00 0.03 0.4892
H 0.8254 -4.5329 -1.5364 0.05 -0.04 -0.03 0.3732
H -0.8937 -2.1977 -0.9812 -0.03 -0.05 -0.03 0.2193
H 3.0346 4.8716 -0.5754 0.07 0.11 0.02 0.3360
H -2.0119 2.6305 -0.0831 0.01 -0.03 -0.04 0.2672
H -2.8695 3.3328 -1.4779 0.07 -0.04 0.03 0.3274
H -0.0163 1.1468 2.4865 -0.02 0.05 -0.07 0.2523
H 2.0753 1.3213 3.8302 0.02 0.10 -0.09 0.4407
H 0.4425 2.8582 2.7271 -0.05 -0.02 0.04 0.4926
H 3.5504 -2.8277 0.1822 -0.04 -0.03 0.09 0.3318
H 1.1119 -1.9679 -2.4499 -0.02 -0.08 -0.05 0.4028
H 0.6589 4.5578 -1.1721 0.04 -0.14 0.06 0.4369
H -6.0724 2.4077 -0.0858 -0.05 -0.06 -0.07 0.2333
H 3.1602 -0.6503 -3.0770 0.00 0.05 -0.04 0.5499
H -1.9646 1.8100 -1.6675 0.02 0.01 0.05 0.3321
H 0.9624 2.8394 -1.5602 0.00 0.19 0.09 0.2225
H -6.0549 1.5448 -1.6435 -0.05 0.02 0.08 0.2426
```
Forces are in eV/Å.

orbital gap	0.3130	Eh
LUMO level	0.713	eV
E_tot	-1399.7922	Eh
energy relative to the best compared isomer or geometry (same formula, charge and spin)	6.10	kcal/mol

The following is a quantum chemistry calculation of a molecular structure, C24H26BaCl2NO3 in a non-equilibrium geometry, from the OMol25 dataset.

The geometry in XYZ format:
```
57
Properties=species:S:1:pos:R:3:forces:R:3:mulliken_charge:R:1
Ba -0.6235 0.7715 1.3025 1.19 -1.08 1.05 1.4467
Cl -0.4810 -0.7874 5.9782 0.18 -0.13 0.38 -0.1902
Cl 1.1868 1.6047 5.7181 0.11 -0.04 0.42 -0.1634
O -2.3131 2.2577 5.1689 0.76 -0.56 -0.04 -0.7627
O -1.0901 1.1303 3.6548 -0.40 0.37 0.30 -0.5320
O -0.0574 0.3908 -1.1501 -3.53 0.56 -1.96 -0.4755
N -1.2714 1.4114 -2.7316 0.33 1.00 -1.56 -0.1048
C -3.7071 -2.2982 -0.7062 -0.43 0.05 -0.39 -2.0059
C -1.6444 -1.9507 0.4770 0.37 0.28 0.36 -0.3691
C -2.1420 -1.5449 1.7397 -0.30 0.36 0.18 -1.5780
C -1.1812 -1.8541 2.7372 -0.16 0.01 -0.04 0.2431
C 1.2302 1.8359 -3.1683 0.55 -0.10 -0.42 0.9985
C 2.0839 1.5932 1.1912 0.27 -0.02 -0.02 -1.3986
C -1.3860 1.5120 4.8122 -0.47 0.40 0.19 -0.0105
C 2.5921 -0.6005 1.5832 -0.06 0.31 -0.44 -1.1704
C -0.4451 0.9724 5.9365 -1.03 0.79 -0.13 0.3128
C 2.3806 2.4770 -2.6832 -0.14 -0.05 -0.04 -0.3174
C 1.8719 1.3252 2.5660 -0.10 0.09 -0.09 -0.7733
C -0.1242 -2.5228 2.1000 0.27 -0.09 0.29 -0.3146
C -0.4171 -2.5889 0.7265 0.73 -0.16 -0.59 -0.4557
C 2.1619 -0.0419 2.7964 -0.16 0.52 -0.13 0.4453
C 3.6582 1.9940 -2.9910 -0.24 -0.17 -0.21 -0.5882
C -2.3094 -1.6931 -0.8578 0.52 -0.31 0.81 3.4360
C -2.4170 -0.1716 -1.2018 -1.17 -0.59 -0.83 -1.6015
C -1.5480 -2.3743 -1.9866 0.00 -0.03 -0.21 -2.4618
C 2.5274 0.3945 0.5834 0.06 0.02 -0.07 0.2977
C 1.3817 0.7195 -3.9826 0.43 0.02 -0.06 -0.0947
C -1.2040 0.5258 -1.7308 4.36 -0.94 2.68 0.2875
C 2.6529 0.2251 -4.2952 -0.25 0.12 0.08 -0.6777
C -0.1515 2.3958 -2.9215 -0.50 -0.41 0.46 -1.2623
C 3.7949 0.8576 -3.8018 -0.20 0.25 0.14 -0.4049
H -0.4518 3.0552 -3.7522 0.02 -0.24 0.33 0.3628
H 0.8009 -2.8717 2.5898 -0.67 0.21 -0.40 0.4608
H 4.5516 2.4983 -2.6067 -0.44 -0.20 -0.09 0.3474
H -0.1233 2.9867 -1.9971 -0.02 0.00 -0.26 0.3472
H 2.8955 -1.6249 1.4174 -0.06 -0.01 0.03 0.4164
H -1.1930 -1.5354 3.7794 -0.22 -0.30 -0.59 -0.1202
H 2.7762 0.2701 -0.4707 -0.09 -0.01 0.27 0.3613
H 4.7867 0.4760 -4.0507 -0.30 0.09 0.11 0.3609
H -4.2037 -2.4006 -1.6737 -0.20 0.09 -0.16 0.5021
H 2.7341 -0.6577 -4.9301 0.06 0.22 0.17 0.3657
H -2.9057 0.3820 -0.3769 0.49 -0.05 -0.12 0.3109
H -0.5039 -2.0544 -2.0267 -0.06 -0.07 0.13 0.3375
H -4.3351 -1.6818 -0.0532 0.09 -0.11 -0.05 0.3568
H 1.3809 1.9943 3.2642 0.38 -0.05 -0.13 0.3486
H 0.2374 -3.0326 -0.0340 -0.27 0.23 0.35 0.3223
H -1.7753 1.1402 -3.5701 -0.28 0.30 0.43 0.3299
H 2.2676 3.3674 -2.0574 0.10 -0.33 -0.12 0.2512
H -3.6436 -3.2972 -0.2519 0.12 0.37 -0.15 0.4087
H -3.1573 -0.0758 -1.9933 -0.39 -0.01 -0.27 0.4552
H 2.0126 -0.5696 3.7272 0.07 0.04 0.04 0.3075
H -0.8792 1.3763 6.8451 0.38 -0.26 0.27 0.3404
H -2.0058 -2.1172 -2.9443 -0.12 -0.05 -0.20 0.4082
H -1.5799 -3.4610 -1.8800 0.04 0.09 0.06 0.5076
H 1.8257 2.5184 0.6726 0.31 0.00 0.08 0.5577
H -3.0077 -0.8954 1.8889 -0.09 -0.32 0.12 0.3413
H 0.4875 0.2445 -4.3787 0.18 -0.13 0.03 0.2577
```
Forces are in eV/Å.

orbital gap	0.1919	Eh
charge	-1
LUMO level	1.765	eV
E_tot	-2156.5802	Eh